DFT (the ωB97M-V functional and the def2-TZVPD basis) results for 3 unconnected molecules or ions with the total composition C15H37BrO6Si.

Atoms and positions in Å:
Si (-4.333, -4.379, 0.361)
C (-3.426, -3.438, -1.105)
C (-1.840, -3.865, -1.121)
C (-0.954, -3.286, 0.130)
Br (0.004, -1.615, -0.530)
H (-3.622, -3.922, 1.583)
H (-4.095, -5.821, 0.248)
H (-5.740, -4.011, 0.471)
H (-3.918, -3.785, -2.112)
H (-3.471, -2.274, -0.996)
H (-1.819, -5.055, -1.213)
H (-1.396, -3.457, -2.141)
H (-0.182, -4.107, 0.523)
H (-1.570, -2.945, 1.065)
C (-6.415, 3.055, 2.250)
O (-5.458, 2.224, 1.613)
C (-5.516, 2.282, 0.189)
C (-4.113, 2.384, -0.424)
O (-3.433, 3.624, -0.189)
C (-3.022, 3.893, 1.158)
C (-1.933, 2.962, 1.704)
O (-2.461, 1.655, 1.947)
C (-1.576, 0.614, 1.577)
H (-7.391, 2.563, 2.260)
H (-6.088, 3.218, 3.281)
H (-6.486, 4.034, 1.763)
H (-6.127, 3.129, -0.157)
H (-5.988, 1.356, -0.152)
H (-4.224, 2.314, -1.509)
H (-3.487, 1.539, -0.136)
H (-3.885, 3.936, 1.821)
H (-2.608, 4.907, 1.139)
H (-1.575, 3.347, 2.664)
H (-1.095, 2.931, 1.002)
H (-1.097, 0.813, 0.611)
H (-2.159, -0.305, 1.474)
H (-0.817, 0.469, 2.353)
C (7.779, 1.042, 0.108)
O (6.777, 0.829, -0.874)
C (7.130, -0.161, -1.838)
C (5.960, -1.113, -2.116)
O (5.614, -1.986, -1.034)
C (5.033, -1.380, 0.129)
C (3.644, -0.765, -0.083)
O (3.734, 0.427, -0.867)
C (2.690, 0.557, -1.814)
H (8.560, 1.696, -0.291)
H (7.312, 1.531, 0.967)
H (8.211, 0.097, 0.453)
H (8.006, -0.744, -1.517)
H (7.388, 0.367, -2.761)
H (6.261, -1.771, -2.936)
H (5.082, -0.576, -2.475)
H (5.725, -0.668, 0.576)
H (4.926, -2.191, 0.857)
H (3.223, -0.481, 0.886)
H (2.987, -1.504, -0.550)
H (2.485, -0.393, -2.325)
H (3.006, 1.279, -2.572)
H (1.782, 0.927, -1.327)

Properties
- HOMO-LUMO gap: 9.62 eV
- E_LUMO: 0.0236 Eh
- E: -106354.44943 eV
- Spin multiplicity: 1
- SMILES: [SiH3]CCCBr.COCCOCCOC.COCCOCCOC
- Charge: 0